[1]
Molecular formula: C19H42N4O23
Method: DFT, ωB97M-V/def2-TZVPD

Calculated values
E_HOMO (eV): -9.58
Energy relative to the best compared isomer or geometry (same formula, charge and spin) (kJ/mol): 62.2
HOMO-LUMO gap (eV): 9.1
DFT total energy (a.u.): -2698.20229

```
88
C19H42N4O23, DFT ωB97M-V/def2-TZVPD
C 3.940 2.088 2.989
N 2.988 0.974 2.677
O 3.321 0.030 1.997
O 1.832 1.085 3.102
H 3.563 2.874 3.643
H 4.447 2.431 2.087
H 4.765 1.715 3.595
C -4.243 -4.121 2.585
N -3.055 -4.119 1.657
O -2.755 -3.048 1.089
O -2.344 -5.121 1.500
H -3.807 -3.848 3.545
H -4.554 -5.166 2.604
H -5.143 -3.549 2.359
C 0.600 -2.536 4.249
N -0.911 -2.955 4.039
O -1.292 -4.088 4.300
O -1.644 -2.085 3.569
H 0.803 -1.919 3.374
H 1.360 -3.282 4.483
H 0.681 -1.796 5.045
C -0.118 -0.978 0.768
N -0.247 -0.092 -0.416
O 0.745 0.515 -0.684
O -1.387 -0.020 -0.920
H 0.403 -0.393 1.526
H 0.558 -1.819 0.616
H -1.168 -1.230 0.918
C -3.486 1.757 0.914
O -3.935 2.926 1.669
C -5.034 2.862 2.412
O -5.724 1.874 2.758
O -5.203 4.142 2.895
C -6.061 4.370 3.973
H -2.864 2.257 0.171
H -4.306 1.194 0.468
H -2.857 1.105 1.520
H -5.758 3.789 4.845
H -7.093 4.036 3.867
H -6.230 5.420 4.209
C -5.768 3.214 -5.956
O -4.878 2.846 -4.932
C -3.718 2.153 -5.286
O -3.185 2.150 -6.357
O -3.215 1.437 -4.178
C -3.708 1.544 -2.863
H -6.374 3.978 -5.468
H -6.406 2.400 -6.299
H -5.181 3.661 -6.759
H -4.499 0.806 -2.730
H -4.152 2.480 -2.523
H -2.954 1.285 -2.119
C 2.545 -5.698 3.240
O 3.537 -5.177 2.439
C 3.238 -4.240 1.554
O 2.178 -3.669 1.553
O 4.212 -3.994 0.701
C 4.029 -2.877 -0.223
H 2.733 -6.663 3.710
H 1.550 -5.773 2.802
H 2.473 -4.989 4.064
H 3.947 -1.857 0.152
H 3.127 -2.965 -0.830
H 4.843 -2.986 -0.940
C 1.059 4.306 -4.691
O 0.193 3.540 -5.542
C -0.059 2.225 -5.460
O -0.695 1.584 -6.384
O 0.382 1.723 -4.351
C 0.186 0.354 -4.065
H 1.809 3.801 -4.082
H 0.389 4.631 -3.895
H 1.489 5.089 -5.316
H -0.830 0.017 -3.858
H 0.739 0.114 -3.156
H 0.607 -0.200 -4.904
C 4.250 1.498 -0.839
O 5.224 0.513 -1.177
C 6.250 0.272 -0.277
O 6.501 1.016 0.644
O 6.757 -0.867 -0.698
C 7.473 -1.589 0.287
H 4.057 1.609 0.228
H 3.341 1.272 -1.396
H 4.748 2.382 -1.239
H 7.475 -2.630 -0.036
H 6.960 -1.657 1.247
H 8.533 -1.348 0.215
```

***

[2]
Molecular formula: C19H42NO2P3PbS
Method: DFT, ωB97M-V/def2-TZVPD

Calculated values
E_HOMO (alpha / beta) (eV): -19.00 / -19.00
HOMO-LUMO gap (alpha / beta) (eV): 4.7 / 3.8
Net charge: +4
DFT total energy (a.u.): -2567.97591

```
69
C19H42NO2P3PbS, DFT ωB97M-V/def2-TZVPD
Pb 0.311 1.084 0.544
P -0.501 -1.084 -2.389
P 2.754 -0.435 0.855
P 2.082 2.244 -1.582
H -3.535 2.535 1.597
C -4.075 3.399 1.188
C -3.806 3.860 -0.044
H -3.044 3.385 -0.673
C -1.801 -2.287 -2.148
C 1.081 -1.902 -2.589
C -0.874 -0.029 -3.789
C 3.797 0.238 2.199
C 2.289 -2.071 1.519
C 4.013 -0.867 -0.401
C 1.132 3.696 -2.158
C 2.743 1.583 -3.154
C 3.547 3.059 -0.855
H -4.845 3.848 1.826
H -4.351 4.707 -0.478
H -2.726 -1.927 -2.618
H -1.968 -2.425 -1.072
H -1.508 -3.244 -2.600
H 1.395 -2.353 -1.637
H 1.855 -1.196 -2.920
H 0.976 -2.698 -3.339
H -1.959 0.148 -3.820
H -0.568 -0.523 -4.723
H -0.359 0.938 -3.700
H 4.809 -0.187 2.121
H 3.357 -0.032 3.168
H 3.845 1.333 2.126
H 2.756 -2.204 2.504
H 2.636 -2.860 0.838
H 1.197 -2.138 1.623
H 4.880 -1.305 0.113
H 4.338 0.026 -0.952
H 3.603 -1.596 -1.113
H 1.715 4.226 -2.924
H 0.919 4.374 -1.321
H 0.180 3.361 -2.593
H 3.230 2.400 -3.706
H 1.929 1.167 -3.764
H 3.476 0.790 -2.955
H 4.103 3.561 -1.660
H 4.194 2.316 -0.370
H 3.240 3.799 -0.103
C 0.842 4.239 1.785
C 1.909 5.150 1.611
C 1.692 6.359 0.960
C 0.413 6.694 0.498
C -0.659 5.818 0.711
C -0.454 4.612 1.370
S 1.129 2.692 2.488
H -0.443 -0.292 -1.204
H 2.889 4.876 2.004
H 2.527 7.047 0.816
H 0.249 7.643 -0.014
H -1.664 6.073 0.369
H -1.277 3.923 1.564
N -2.882 -2.652 2.858
C -2.940 -1.161 2.893
C -1.785 -0.723 2.009
O -1.562 0.529 1.922
O -1.132 -1.636 1.427
H -3.774 -3.047 2.547
H -2.705 -3.028 3.793
H -2.095 -2.869 2.192
H -3.896 -0.816 2.495
H -2.816 -0.806 3.917
```

***

[3]
Molecular formula: C19H42NO3S
Method: DFT, ωB97M-V/def2-TZVPD

Calculated values
E_HOMO (eV): -11.90
HOMO-LUMO gap (eV): 9.3
Net charge: +1
DFT total energy (a.u.): -1427.50855

```
66
C19H42NO3S, DFT ωB97M-V/def2-TZVPD
C -0.892 -3.687 0.792
C -0.713 -4.399 -0.616
C -1.583 -3.674 -1.694
C -1.409 -4.217 -3.151
C 0.048 -4.643 -3.533
C 1.114 -3.519 -3.390
C 2.568 -4.127 -3.578
C 3.009 -4.822 -2.251
C 4.083 -4.042 -1.416
C 3.873 -2.499 -1.353
C 2.940 -2.054 -0.172
O 3.297 -0.665 0.093
S 2.318 0.028 1.230
O 1.778 -1.013 2.144
O 1.051 0.702 0.329
H -1.927 -3.300 0.868
H -0.614 -4.350 1.634
H -0.201 -2.813 0.777
H 0.350 -4.232 -0.892
H -0.953 -5.474 -0.498
H -2.647 -3.852 -1.404
H -1.377 -2.581 -1.631
H -1.736 -3.414 -3.850
H -2.062 -5.096 -3.360
H 0.308 -5.581 -2.996
H 0.021 -4.917 -4.616
H 0.923 -2.742 -4.168
H 1.106 -3.007 -2.404
H 3.233 -3.305 -3.908
H 2.488 -4.832 -4.438
H 2.139 -5.112 -1.621
H 3.483 -5.790 -2.544
H 5.085 -4.264 -1.848
H 4.073 -4.483 -0.392
H 3.555 -2.028 -2.301
H 4.868 -2.052 -1.110
H 1.873 -2.150 -0.484
H 3.055 -2.697 0.722
H 1.103 1.649 0.489
C 0.002 2.829 3.137
C -1.500 3.077 2.968
C -1.889 3.550 1.573
N -1.855 5.064 1.327
C -1.216 5.298 -0.019
C -3.271 5.636 1.307
C -3.570 5.904 2.765
C -2.254 6.443 3.313
C -1.160 5.916 2.383
H 0.621 3.625 2.717
H 0.248 2.728 4.194
H 0.290 1.900 2.641
H -1.873 3.748 3.744
H -1.999 2.121 3.141
H -2.905 3.227 1.347
H -1.244 3.081 0.830
H -1.797 4.763 -0.768
H -0.194 4.925 0.023
H -1.221 6.364 -0.231
H -3.236 6.567 0.737
H -3.950 4.936 0.827
H -3.850 4.979 3.274
H -4.391 6.608 2.892
H -2.097 6.135 4.347
H -2.250 7.534 3.305
H -0.391 5.351 2.895
H -0.680 6.748 1.870
```

***

[4]
Molecular formula: C19H43BCl12N2O5P
Method: DFT, ωB97M-V/def2-TZVPD

Calculated values
E_HOMO (eV): -11.71
Energy relative to the best compared isomer or geometry (same formula, charge and spin) (kJ/mol): 78.9
HOMO-LUMO gap (eV): 9.2
Net charge: +1
DFT total energy (a.u.): -7123.78838

```
83
C19H43BCl12N2O5P, DFT ωB97M-V/def2-TZVPD
N -3.328 3.464 2.427
P -2.028 3.111 1.385
O -1.207 4.545 1.276
N -2.722 2.706 -0.303
C -3.950 3.499 -0.662
C -5.139 2.712 -1.255
C -6.245 3.787 -1.544
O -6.974 3.507 -2.719
C -1.597 3.228 -1.197
B -1.618 2.690 -2.703
O -0.850 1.590 -3.043
O -2.371 3.245 -3.697
C -2.746 1.243 -0.454
C -3.669 0.556 0.628
C -3.558 -0.992 0.611
O -4.736 -0.159 0.089
H -3.162 3.001 3.316
H -3.411 4.470 2.561
H -1.782 5.192 0.823
H -4.375 4.053 0.190
H -3.747 4.286 -1.399
H -4.908 2.177 -2.181
H -5.580 2.070 -0.487
H -6.917 3.813 -0.681
H -5.788 4.793 -1.585
H -6.505 3.913 -3.459
H -1.584 4.320 -1.239
H -0.665 2.861 -0.739
H 0.049 1.719 -2.696
H -1.863 3.119 -4.515
H -3.213 0.823 -1.347
H -1.774 0.815 -0.195
H -3.796 1.030 1.602
H -4.219 -1.598 1.221
H -3.157 -1.263 -0.364
Cl 4.777 0.599 -0.328
C 3.435 0.026 -1.348
C 2.730 1.162 -2.043
Cl 1.822 2.194 -0.890
H 2.754 -0.545 -0.721
H 3.863 -0.650 -2.089
H 2.009 0.764 -2.757
H 3.428 1.798 -2.583
Cl -7.339 2.705 1.662
C -7.030 3.782 3.048
C -7.267 5.232 2.710
Cl -6.048 5.866 1.567
H -6.009 3.613 3.383
H -7.706 3.473 3.844
H -7.198 5.837 3.613
H -8.250 5.385 2.272
Cl 5.293 -4.873 0.391
C 6.622 -3.937 -0.349
C 6.114 -2.743 -1.114
Cl 5.221 -3.211 -2.589
H 7.192 -4.608 -0.986
H 7.269 -3.607 0.462
H 6.953 -2.127 -1.434
H 5.454 -2.130 -0.505
Cl 8.374 -5.294 3.995
C 6.759 -5.866 4.484
C 5.665 -4.972 3.960
Cl 5.666 -3.370 4.746
H 6.738 -5.934 5.570
H 6.640 -6.870 4.077
H 4.693 -5.422 4.160
H 5.759 -4.821 2.887
Cl 9.745 -4.471 1.221
C 11.038 -3.530 0.437
C 10.498 -2.341 -0.318
Cl 9.564 -2.826 -1.760
H 11.594 -4.200 -0.216
H 11.707 -3.190 1.227
H 11.322 -1.721 -0.668
H 9.853 -1.731 0.310
Cl -5.127 -4.434 0.070
C -4.929 -4.063 -1.662
C -3.844 -4.890 -2.301
Cl -2.224 -4.434 -1.711
H -4.726 -2.998 -1.758
H -5.885 -4.272 -2.140
H -3.846 -4.731 -3.379
H -3.986 -5.952 -2.112
```

***

[5]
Molecular formula: C19H43F10GaO9P3S
Method: DFT, ωB97M-V/def2-TZVPD

Calculated values
E_HOMO (eV): -5.10
HOMO-LUMO gap (eV): 6.9
Net charge: -1
DFT total energy (a.u.): -5772.79123

```
86
C19H43F10GaO9P3S, DFT ωB97M-V/def2-TZVPD
C 9.248 2.894 -3.005
C 9.257 4.362 -2.582
F 10.477 4.553 -1.852
C 9.248 5.327 -3.745
Ga 7.407 6.034 -4.213
C 5.931 4.634 -4.144
C 4.579 5.365 -3.987
C 3.418 4.743 -4.728
F 3.823 4.542 -6.026
F 2.345 5.568 -4.825
C 2.929 3.324 -4.307
F 1.853 3.009 -5.067
F 3.865 2.396 -4.577
S 2.417 3.094 -2.488
F 3.932 3.123 -2.051
F 2.475 1.509 -2.678
F 0.864 3.023 -2.844
F 2.245 4.647 -2.246
F 2.035 2.849 -0.970
P 6.836 7.888 -2.840
O 6.468 7.562 -1.409
H 9.496 2.780 -4.058
H 8.291 2.428 -2.769
H 10.008 2.368 -2.426
H 8.463 4.571 -1.865
H 9.730 4.886 -4.619
H 9.855 6.185 -3.440
H 7.443 6.596 -5.729
H 5.980 4.018 -5.038
H 6.078 4.017 -3.255
H 4.665 6.363 -4.430
H 4.365 5.509 -2.932
H 5.822 8.663 -3.480
H 7.920 8.815 -2.854
O -4.232 0.270 2.014
P -2.790 0.416 2.216
O -1.941 -0.726 1.487
C -2.397 -1.291 0.255
C -2.180 -0.350 -0.913
O -2.484 -0.021 3.752
C -3.491 0.124 4.753
C -4.028 -1.229 5.161
O -1.872 1.683 2.138
C -0.448 1.577 2.396
C 0.352 1.776 1.113
H -3.447 -1.581 0.328
H -1.823 -2.206 0.106
H -2.701 0.597 -0.756
H -2.546 -0.799 -1.837
H -1.120 -0.126 -1.034
H -4.301 0.764 4.403
H -3.020 0.619 5.605
H -4.422 -1.753 4.290
H -4.824 -1.127 5.900
H -3.232 -1.843 5.586
H -0.213 0.627 2.869
H -0.227 2.360 3.119
H -0.299 1.953 0.260
H 0.966 0.901 0.903
H 1.026 2.624 1.205
O -7.586 -6.295 1.894
P -6.239 -5.991 2.380
O -5.118 -6.914 1.714
C -5.265 -7.371 0.367
C -4.982 -6.276 -0.640
O -6.135 -6.577 3.891
C -7.304 -6.711 4.700
C -7.659 -8.173 4.866
O -5.527 -4.613 2.607
C -4.172 -4.562 3.118
C -3.201 -4.089 2.041
H -6.260 -7.792 0.215
H -4.550 -8.184 0.245
H -5.651 -5.425 -0.493
H -5.114 -6.649 -1.656
H -3.959 -5.912 -0.534
H -8.140 -6.159 4.271
H -7.072 -6.265 5.669
H -7.806 -8.642 3.894
H -8.572 -8.286 5.453
H -6.851 -8.706 5.369
H -3.877 -5.525 3.525
H -4.202 -3.859 3.946
H -3.711 -3.891 1.101
H -2.430 -4.840 1.864
H -2.692 -3.176 2.351
```

***

[6]
Molecular formula: C19H43IrO2P3S
Method: DFT, ωB97M-V/def2-TZVPD

Calculated values
Spin multiplicity: 5
E_HOMO (alpha / beta) (eV): -15.76 / -16.99
Energy relative to the best compared isomer or geometry (same formula, charge and spin) (kJ/mol): 226.4
HOMO-LUMO gap (alpha / beta) (eV): 6.9 / 4.5
Net charge: +3
DFT total energy (a.u.): -2425.57300
<S²>: 6.0378

```
69
C19H43IrO2P3S, DFT ωB97M-V/def2-TZVPD
Ir 0.176 -0.587 -0.443
P -1.624 -1.794 0.093
P 1.044 -0.570 1.714
P 1.493 -2.099 -1.556
H -1.338 3.785 -2.001
C -1.599 3.036 -2.748
C -2.352 1.952 -2.515
H -2.887 1.739 -1.571
C -2.892 -0.681 0.794
C -1.418 -3.112 1.335
C -2.381 -2.567 -1.369
C 2.449 0.593 1.686
C 0.050 -0.077 3.186
C 1.810 -2.155 2.251
C 1.234 -2.530 -3.328
C 1.678 -3.793 -0.854
C 3.149 -1.331 -1.462
H -1.359 3.304 -3.786
H -2.609 1.297 -3.366
H -2.737 0.350 0.437
H -2.812 -0.696 1.893
H -3.875 -1.047 0.468
H -1.184 -2.667 2.312
H -0.633 -3.824 1.043
H -2.384 -3.632 1.392
H -2.374 -1.865 -2.212
H -3.417 -2.804 -1.090
H -1.831 -3.483 -1.636
H 3.122 0.383 2.531
H 2.094 1.630 1.754
H 3.011 0.478 0.750
H 0.192 -0.813 3.991
H -1.022 -0.017 2.959
H 0.374 0.909 3.555
H 2.902 -2.045 2.259
H 1.547 -2.985 1.582
H 1.484 -2.406 3.270
H 1.561 -3.568 -3.499
H 1.829 -1.851 -3.954
H 0.175 -2.462 -3.600
H 1.885 -4.475 -1.695
H 0.748 -4.133 -0.369
H 2.540 -3.835 -0.172
H 3.770 -1.625 -2.319
H 3.642 -1.657 -0.537
H 3.058 -0.236 -1.467
C 0.082 1.765 -1.011
C 1.380 2.392 -1.010
C 2.041 2.414 -2.214
C 1.633 1.602 -3.293
C 0.642 0.658 -3.189
C -0.190 0.622 -1.997
O -0.900 2.260 -0.321
H -0.737 0.587 0.645
H 1.614 3.003 -0.122
H 2.867 3.110 -2.350
H 2.143 1.743 -4.239
H 0.384 -0.021 -4.017
H -1.244 0.306 -2.159
C -0.057 3.619 2.794
S -1.677 3.008 2.287
C -2.532 2.920 3.873
O -2.343 4.074 1.488
H 0.689 3.155 2.138
H 0.121 3.353 3.842
H -0.085 4.704 2.654
H -3.081 3.856 3.996
H -1.816 2.764 4.681
H -3.223 2.068 3.816
```

***

> The lowest DFT total energy belongs to which entry?

C19H43BCl12N2O5P

***

> Among the records above, which one has the highest DFT total energy?

C19H42NO3S

***

> Which value of DFT total energy does entry 3 give?

-1427.50855 a.u.